[1]
116
Properties=species:S:1:pos:R:3 method="wB97M-V/def2-TZVPD" multiplicity=1 e_above_lowest_kcal_mol=4.7 total_charge=+2 e_lumo_ha=-0.1798
Sc 0.655 -0.389 0.236
C -0.028 -1.219 -3.419
C -1.221 -0.749 -2.605
N -0.897 0.224 -1.528
C -2.164 0.687 -0.903
C -2.518 -0.190 0.280
N -1.416 -0.133 1.264
C -1.746 -0.848 2.528
C -1.312 -2.304 2.543
C 0.188 -2.478 2.735
N 0.962 -2.326 1.477
C 1.062 -3.599 0.738
C 1.569 -3.314 -0.655
N 0.676 -2.312 -1.264
C 0.986 -2.122 -2.698
H 0.480 -0.351 -3.845
H -0.444 -1.762 -4.269
H -1.750 -1.592 -2.154
H -1.934 -0.284 -3.289
H -0.467 1.024 -1.992
H -2.975 0.686 -1.634
H -2.037 1.713 -0.559
H -2.667 -1.230 -0.021
H -3.454 0.155 0.727
H -1.315 0.850 1.519
H -2.822 -0.776 2.700
H -1.252 -0.318 3.344
H -1.657 -2.822 1.641
H -1.822 -2.792 3.375
H 0.409 -3.457 3.167
H 0.547 -1.722 3.437
H 1.909 -2.071 1.767
H 0.067 -4.049 0.685
H 1.710 -4.307 1.259
H 1.606 -4.231 -1.249
H 2.582 -2.901 -0.627
H -0.264 -2.703 -1.208
H 1.037 -3.097 -3.189
H 1.982 -1.690 -2.750
C -0.065 5.143 5.646
C 1.358 4.575 5.589
C 1.731 4.080 6.989
C 2.335 5.685 5.175
C 1.450 3.456 4.553
C 0.850 3.591 3.304
C 0.963 2.559 2.403
Br 0.236 2.815 0.650
C 1.630 1.353 2.649
O 1.530 0.370 1.733
C 2.351 1.262 3.849
C 2.206 2.311 4.762
C 3.385 0.186 4.216
C 4.763 0.874 4.211
C 3.465 -1.003 3.256
C 3.100 -0.381 5.616
H -0.122 5.907 6.422
H -0.792 4.365 5.885
H -0.360 5.618 4.710
H 1.557 4.878 7.711
H 2.785 3.809 7.064
H 1.126 3.221 7.285
H 2.302 6.503 5.896
H 2.078 6.088 4.193
H 3.359 5.309 5.132
H 0.309 4.486 3.032
H 2.731 2.223 5.701
H 4.998 1.266 3.219
H 5.538 0.158 4.492
H 4.797 1.703 4.915
H 3.621 -0.693 2.221
H 2.568 -1.620 3.342
H 4.306 -1.631 3.554
H 3.235 0.358 6.403
H 3.787 -1.202 5.826
H 2.079 -0.765 5.686
C 6.097 0.768 -4.661
C 4.757 0.954 -3.924
C 4.260 2.383 -4.189
C 3.711 0.008 -4.534
Si 5.056 0.665 -2.066
Br 2.775 0.438 -1.219
C 5.638 2.168 -1.055
C 4.614 3.315 -1.016
C 6.948 2.694 -1.673
C 5.911 1.773 0.404
C 5.793 -1.027 -1.573
C 7.325 -0.952 -1.710
C 5.280 -2.147 -2.491
C 5.455 -1.449 -0.135
H 5.956 1.036 -5.711
H 6.451 -0.264 -4.635
H 6.887 1.410 -4.266
H 4.072 2.493 -5.260
H 4.993 3.140 -3.913
H 3.326 2.596 -3.666
H 3.629 0.222 -5.602
H 2.728 0.175 -4.092
H 3.967 -1.043 -4.431
H 4.368 3.708 -1.999
H 5.044 4.136 -0.435
H 3.688 3.018 -0.522
H 6.803 3.100 -2.675
H 7.728 1.933 -1.723
H 7.326 3.506 -1.047
H 5.025 1.344 0.880
H 6.184 2.672 0.963
H 6.738 1.071 0.503
H 7.644 -0.671 -2.715
H 7.744 -1.939 -1.498
H 7.769 -0.253 -1.001
H 5.577 -2.011 -3.529
H 4.191 -2.240 -2.453
H 5.704 -3.098 -2.156
H 5.872 -0.780 0.615
H 5.872 -2.444 0.044
H 4.378 -1.506 0.030

---

[2]
145
Properties=species:S:1:pos:R:3 method="wB97M-V/def2-TZVPD" multiplicity=1 total_charge=+1 e_lumo_ha=-0.1042
C 2.231 2.190 4.006
C 1.436 1.806 2.758
C 0.334 0.802 3.099
C -1.000 1.098 2.426
O -1.036 0.717 1.052
C -2.005 0.017 0.324
P -2.456 -1.316 1.587
N -3.345 -0.887 2.813
O -1.071 -1.807 2.167
O -3.067 -2.626 0.921
C -1.082 -0.531 -0.855
P -0.951 -2.395 -1.492
O -0.679 -3.275 -0.191
Br -2.993 -3.102 -2.099
P 0.749 -0.303 -0.463
O 1.258 -1.070 0.661
O 1.476 -0.853 -1.776
O 1.131 1.238 -0.468
O -1.146 0.045 -2.137
C -1.841 1.254 -2.473
C -1.959 1.008 -4.000
C -0.686 1.152 -4.821
O 0.401 0.306 -4.421
C -0.864 2.418 -2.320
C -1.070 3.781 -2.986
F -1.973 3.839 -4.026
C -3.210 1.270 -1.725
S -3.999 2.929 -1.952
P -4.576 0.241 -2.770
S -6.469 0.775 -2.685
N -3.190 1.004 -0.169
C -4.581 0.536 0.200
C -5.155 -0.855 -0.152
C -5.875 -1.542 1.005
C -7.114 -0.789 1.448
F -7.241 0.414 0.838
F -8.214 -1.508 1.108
C -7.198 -0.547 2.998
F -8.481 -0.673 3.409
F -6.803 0.713 3.287
F -6.459 -1.436 3.683
N -3.109 2.262 0.504
C -2.074 3.266 0.431
C -4.183 2.772 1.409
C -4.092 2.579 2.892
O -5.092 3.446 0.928
H 2.409 1.297 4.589
H 3.163 2.667 3.747
H 1.625 2.847 4.616
H 2.120 1.372 2.039
H 1.018 2.693 2.296
H 0.644 -0.225 2.973
H 0.169 0.939 4.164
H -1.074 2.177 2.528
H -1.763 0.781 3.120
H -3.593 0.094 2.758
H -1.273 -2.328 2.952
H -3.267 -3.247 1.629
H 0.195 -3.668 -0.271
H 0.937 -0.718 -2.578
H 2.005 1.337 -0.861
H -2.660 1.690 -4.452
H -2.268 -0.015 -4.155
H -0.949 0.859 -5.829
H -0.324 2.165 -4.922
H 1.107 0.872 -4.119
H -0.586 2.635 -1.301
H 0.091 2.034 -2.642
H -1.343 4.535 -2.262
H -0.117 4.112 -3.379
H -4.004 2.959 -3.289
H -4.396 -1.133 -2.613
H -4.363 0.444 -4.127
H -5.284 1.251 -0.204
H -4.750 0.575 1.265
H -4.441 -1.516 -0.623
H -5.948 -0.763 -0.884
H -6.236 -2.465 0.569
H -5.234 -1.837 1.817
H -1.051 2.957 0.605
H -2.224 3.992 1.220
H -2.033 3.871 -0.462
H -3.067 2.548 3.232
H -4.567 3.411 3.385
H -4.597 1.670 3.195
C 6.301 0.264 -6.234
C 7.014 0.354 -4.904
O 6.094 0.288 -3.801
C 5.650 -0.930 -3.506
O 5.959 -1.953 -4.051
O 4.792 -0.819 -2.490
C 4.173 -2.050 -2.105
H 5.520 1.023 -6.301
H 7.003 0.410 -7.054
H 5.825 -0.707 -6.361
H 7.515 1.315 -4.808
H 7.771 -0.422 -4.803
H 4.914 -2.821 -1.906
H 3.485 -2.380 -2.881
H 3.616 -1.849 -1.198
C 7.172 -5.255 -9.273
C 7.063 -3.885 -8.641
O 7.713 -2.882 -9.436
C 7.031 -2.468 -10.500
O 5.934 -2.832 -10.826
O 7.775 -1.570 -11.141
C 7.196 -1.084 -12.354
H 8.215 -5.498 -9.475
H 6.756 -6.013 -8.609
H 6.634 -5.295 -10.220
H 7.572 -3.874 -7.679
H 6.025 -3.606 -8.465
H 6.189 -0.711 -12.185
H 7.182 -1.871 -13.106
H 7.830 -0.271 -12.695
C -0.382 3.203 8.506
C -1.640 3.946 8.114
O -2.272 3.353 6.963
C -2.972 2.251 7.204
O -3.135 1.730 8.271
O -3.452 1.808 6.035
C -4.154 0.565 6.129
H 0.297 3.127 7.656
H 0.127 3.723 9.316
H -0.611 2.191 8.838
H -1.401 4.965 7.819
H -2.349 3.998 8.938
H -4.929 0.606 6.890
H -3.452 -0.239 6.344
H -4.619 0.372 5.166
C 4.478 -3.569 6.193
C 3.758 -2.527 5.365
O 2.331 -2.618 5.516
C 1.841 -2.100 6.639
O 2.470 -1.558 7.505
O 0.523 -2.290 6.634
C -0.143 -1.845 7.816
H 4.100 -4.566 5.961
H 5.547 -3.542 5.988
H 4.328 -3.398 7.257
H 3.947 -2.691 4.306
H 4.094 -1.520 5.610
H 0.107 -0.810 8.036
H 0.106 -2.483 8.662
H -1.210 -1.916 7.626

---

[3]
135
Properties=species:S:1:pos:R:3 method="wB97M-V/def2-TZVPD" multiplicity=1 total_charge=+1 e_lumo_ha=-0.1006
O 2.884 3.246 6.476
B 2.015 2.249 6.080
O 2.461 1.132 5.408
C 0.449 2.409 6.386
C -0.134 3.517 5.515
Cl 0.595 3.642 3.904
C -0.127 4.913 6.170
C -1.217 4.771 7.233
N -2.172 3.690 6.695
C -1.654 3.383 5.311
C -2.180 2.132 4.605
C -3.300 1.448 5.376
C -4.596 2.173 5.514
O -4.433 1.062 4.656
H 3.162 3.201 7.396
H 2.754 0.452 6.025
H -0.040 1.451 6.196
H 0.331 2.635 7.450
H -0.506 5.578 5.394
H 0.828 5.215 6.589
H -1.766 5.687 7.435
H -0.841 4.409 8.187
H -3.076 4.145 6.601
H -2.203 2.887 7.317
H -1.955 4.226 4.685
H -2.619 2.387 3.642
H -1.383 1.398 4.481
H -2.998 0.819 6.211
H -5.057 1.960 6.473
H -4.706 3.123 5.005
C 4.563 1.328 2.783
C 4.732 2.702 2.118
C 5.804 2.555 1.035
S 5.737 0.836 0.485
O 6.975 0.190 0.849
O 5.244 0.775 -0.860
C 4.470 0.321 1.643
H 3.680 1.293 3.416
H 5.434 1.111 3.406
H 3.785 3.004 1.664
H 5.008 3.469 2.842
H 5.626 3.195 0.174
H 6.803 2.734 1.428
H 4.660 -0.708 1.941
H 3.515 0.385 1.126
C -1.005 7.480 0.459
C -2.178 8.299 1.018
C -3.156 7.313 1.667
S -2.169 5.912 2.199
O -2.561 4.738 1.462
O -2.117 5.860 3.655
C -0.606 6.509 1.565
H -0.170 8.114 0.169
H -1.327 6.923 -0.423
H -1.811 9.000 1.769
H -2.672 8.881 0.251
H -3.661 7.736 2.532
H -3.892 6.939 0.957
H -0.015 5.662 1.222
H -0.093 7.020 2.380
C 3.125 -3.944 -2.957
C 1.712 -3.347 -2.970
C 1.482 -2.692 -1.602
S 3.107 -2.195 -1.003
O 3.412 -2.964 0.185
O 3.235 -0.760 -0.984
C 4.034 -2.865 -2.378
H 3.448 -4.242 -3.953
H 3.145 -4.832 -2.320
H 1.639 -2.593 -3.756
H 0.964 -4.107 -3.180
H 0.851 -1.808 -1.661
H 1.070 -3.394 -0.879
H 4.989 -3.240 -2.015
H 4.197 -2.050 -3.082
C -1.741 -7.825 -3.712
C -3.124 -7.158 -3.724
C -2.935 -5.721 -4.227
S -1.488 -5.759 -5.299
O -0.448 -4.954 -4.702
O -1.888 -5.537 -6.668
C -1.100 -7.484 -5.052
H -1.811 -8.902 -3.572
H -1.138 -7.419 -2.897
H -3.784 -7.701 -4.402
H -3.587 -7.168 -2.738
H -3.784 -5.362 -4.804
H -2.722 -5.028 -3.415
H -0.022 -7.620 -5.070
H -1.558 -8.042 -5.866
C -0.371 -9.683 -10.201
C -0.513 -8.155 -10.181
C -0.262 -7.687 -8.743
S 0.843 -8.907 -8.010
O 0.148 -9.593 -6.946
O 2.136 -8.315 -7.784
C 0.909 -9.992 -9.434
H -0.328 -10.073 -11.217
H -1.226 -10.143 -9.700
H 0.230 -7.713 -10.849
H -1.495 -7.835 -10.527
H 0.218 -6.714 -8.695
H -1.178 -7.671 -8.157
H 0.983 -11.022 -9.093
H 1.794 -9.722 -10.009
C -7.451 11.062 -0.534
C -6.922 12.473 -0.242
C -6.008 12.375 0.986
S -5.339 10.705 0.978
O -5.820 9.994 2.137
O -3.924 10.739 0.691
C -6.239 10.139 -0.463
H -7.936 11.004 -1.507
H -8.182 10.774 0.225
H -6.350 12.833 -1.100
H -7.731 13.179 -0.069
H -5.180 13.078 0.951
H -6.559 12.498 1.915
H -6.490 9.089 -0.335
H -5.587 10.268 -1.327
C 5.609 -7.807 1.264
C 5.061 -6.426 1.655
C 4.065 -6.006 0.568
S 3.398 -7.526 -0.116
O 3.806 -7.633 -1.495
O 2.009 -7.661 0.251
C 4.395 -8.642 0.869
H 6.162 -8.270 2.080
H 6.285 -7.709 0.412
H 4.551 -6.496 2.617
H 5.856 -5.689 1.758
H 3.245 -5.412 0.958
H 4.552 -5.468 -0.241
H 4.637 -9.521 0.277
H 3.804 -8.926 1.740